ORCA calculation (wB97M-V/def2-TZVPD) on a structure of composition C30H43AsIIrN7OSSeSi2.

Last column: Mulliken spin population.
Element x y z (Å)
1 Ir 1.0920 -0.6359 -0.5563  0.022
2 Se 5.1308 -2.3513 -2.6663  0.020
3 C 3.7557 -1.7995 -1.7513  -0.005
4 N 2.8208 -1.4145 -1.1455  0.012
5 S 3.2710 -0.2500 5.5930  0.000
6 C 2.6639 -0.2670 3.9710  0.002
7 C 2.3723 0.8653 3.2023  0.000
8 C 1.8882 0.7190 1.9266  -0.010
9 N 1.6650 -0.4851 1.3617  0.007
10 C 1.9469 -1.5834 2.0932  -0.039
11 C 2.4319 -1.5133 3.3719  0.019
12 C 3.3337 1.4923 5.9504  0.000
13 C 2.2966 2.0965 6.6414  0.000
14 C 2.4053 3.4567 6.9108  0.000
15 N 3.4437 4.1954 6.5373  0.000
16 C 4.4393 3.5940 5.8920  0.000
17 C 4.4397 2.2421 5.5765  0.000
18 H 2.5270 1.8620 3.5897  0.001
19 H 1.6624 1.5866 1.3279  0.002
20 H 1.7790 -2.5352 1.6186  0.050
21 H 2.6418 -2.4335 3.9009  0.001
22 H 1.4334 1.5330 6.9685  0.000
23 H 1.6189 3.9692 7.4522  0.000
24 H 5.2818 4.2183 5.6186  0.000
25 H 5.2810 1.7912 5.0674  0.000
26 I 1.9780 5.4219 -1.9449  0.000
27 C 2.2767 3.4080 -1.6625  0.000
28 C 3.3949 2.6575 -1.9785  0.009
29 N 3.1365 1.3941 -1.6239  0.006
30 N 1.9073 1.2704 -1.0972  -0.019
31 C 1.3765 2.4959 -1.1160  0.007
32 H 4.3337 2.9364 -2.4275  0.000
33 H 3.7202 0.5723 -1.7200  0.001
34 H 0.3838 2.6773 -0.7368  0.000
35 C 0.5437 -5.5833 1.2874  0.032
36 Si 1.3508 -4.9046 -0.2558  -0.030
37 C 3.1508 -4.5344 -0.0043  0.006
38 C 1.0740 -5.9501 -1.7615  0.013
39 As 0.1070 -2.8516 -0.6402  0.821
40 Si -2.2130 -3.1097 -1.3093  -0.006
41 C -3.2283 -2.1413 -0.0736  0.023
42 C -2.5457 -4.9336 -1.2050  0.003
43 C -2.3257 -2.4875 -3.0550  0.030
44 H 1.1980 -6.3470 1.7163  0.004
45 H -0.4110 -6.0595 1.0616  -0.003
46 H 0.3686 -4.8313 2.0594  -0.014
47 H 3.6157 -5.4600 0.3493  -0.001
48 H 3.3697 -3.7578 0.7278  0.000
49 H 3.6380 -4.2607 -0.9405  -0.002
50 H 1.6086 -6.8947 -1.6257  0.001
51 H 1.4733 -5.4732 -2.6576  0.005
52 H 0.0243 -6.1882 -1.9244  0.001
53 H -4.1656 -2.6722 0.1081  0.001
54 H -3.4776 -1.1541 -0.4671  -0.003
55 H -2.7336 -2.0224 0.8907  -0.003
56 H -2.3634 -5.3480 -0.2131  0.002
57 H -1.9711 -5.4967 -1.9400  0.001
58 H -3.6038 -5.0888 -1.4353  0.000
59 H -1.4570 -2.7749 -3.6501  0.004
60 H -2.4717 -1.4086 -3.1220  -0.010
61 H -3.2001 -2.9508 -3.5216  0.001
62 C -3.2688 3.2617 -5.3040  0.000
63 C -4.1814 3.3208 -4.0900  0.000
64 N -3.4480 3.0746 -2.8400  0.000
65 C -2.8272 4.2287 -2.1913  0.000
66 C -3.7995 5.0538 -1.3630  0.000
67 C -3.2830 1.8035 -2.4552  0.001
68 O -3.6897 0.8247 -3.0660  0.000
69 C -2.5413 1.5137 -1.1691  0.013
70 C -3.0443 1.8029 0.0921  0.001
71 C -2.3815 1.3131 1.2069  0.012
72 C -1.2323 0.5677 1.0378  0.001
73 N -0.7293 0.3033 -0.1785  0.024
74 C -1.3891 0.7533 -1.2554  -0.018
75 H -3.8333 3.4903 -6.2071  0.000
76 H -2.8453 2.2634 -5.4125  0.000
77 H -2.4550 3.9850 -5.2294  0.000
78 H -4.9666 2.5723 -4.1655  0.000
79 H -4.6557 4.2979 -3.9997  0.000
80 H -2.3938 4.8454 -2.9811  0.000
81 H -1.9903 3.8870 -1.5800  0.000
82 H -4.6612 5.3573 -1.9566  0.000
83 H -3.3111 5.9576 -0.9994  0.000
84 H -4.1675 4.4969 -0.5008  0.000
85 H -3.9549 2.3773 0.2001  0.000
86 H -2.7546 1.4939 2.2050  0.001
87 H -0.7023 0.1578 1.8847  -0.003
88 H -0.9778 0.4945 -2.2258  0.011

The HOMO-LUMO gap (spin up / spin down) comes out at 0.2182 / 0.1964 hartree. The energy relative to the best compared isomer or geometry (same formula, charge and spin) comes out at 4.5 kcal per mole. As for the charge: +2. The value obtained for the HOMO energy (spin up / spin down) is -12.8 / -12.8 eV. Its multiplicity is 2. Its expectation value of S² is 0.78.